Entry 1:
{
  "formula": "C5H9NO2",
  "method": "ωB97M-V/def2-TZVPD",
  "total_charge": 0,
  "multiplicity": 1,
  "gap_ev": 3.49,
  "e_lumo_ev": -4.81,
  "species": ["O", "C", "N", "C", "O", "C", "C", "C", "H", "H", "H", "H", "H", "H", "H", "H", "H"],
  "positions_angstrom": [[2.16036, 0.80709, 1.66188], [1.06159, 0.33242, 1.41568], [-0.59627, -1.12661, -2.15725], [-1.70682, -1.21966, -1.42661], [-2.24676, -0.22703, -0.91141], [0.72172, -0.94283, 1.99298], [0.04122, 1.02484, 0.56600], [0.69013, 1.32413, -0.78279], [-0.42767, -2.02121, -2.62015], [-2.20903, -2.20428, -1.33774], [1.37882, -1.39781, 2.72185], [-0.26633, -1.35579, 1.82559], [-0.22399, 1.94811, 1.09553], [-0.83633, 0.40088, 0.41227], [1.49267, 2.06581, -0.74060], [1.21405, 0.40605, -1.07548], [-0.02680, 1.54561, -1.56515]],
  "forces_ev_per_a": [[0.34, -0.09, 0.17], [-0.27, 0.50, -0.22], [0.19, -0.16, 0.07], [-0.31, -0.01, -0.46], [-0.06, -0.12, 0.33], [-0.53, -0.35, 0.11], [0.38, 0.33, -0.04], [1.01, -0.40, -0.21], [0.08, -0.07, 0.23], [0.06, 0.05, 0.08], [0.19, -0.13, -0.15], [0.04, -0.09, 0.02], [-0.25, -0.11, -0.12], [-0.07, 0.17, 0.13], [-0.40, 0.25, 0.21], [-0.29, 0.12, -0.30], [-0.11, 0.10, 0.13]],
  "lowdin_charge": [0.127, -0.467, 0.120, -0.501, -0.048, 0.334, -0.185, -0.103, 0.029, 0.104, 0.095, 0.088, 0.134, 0.063, 0.076, 0.062, 0.072]
}

Entry 2:
{
  "formula": "H21O10",
  "method": "ωB97M-V/def2-TZVPD",
  "total_charge": 1,
  "multiplicity": 1,
  "gap_ev": 10.00,
  "e_lumo_ev": -3.12,
  "species": ["O", "H", "H", "O", "H", "H", "O", "H", "H", "O", "H", "H", "O", "H", "H", "O", "H", "H", "O", "H", "H", "O", "H", "H", "O", "H", "O", "H", "H", "H", "H"],
  "positions_angstrom": [[1.52178, -0.67346, -1.87618], [0.87996, -0.10379, -2.36707], [2.31651, -1.70241, 0.63370], [1.80691, -2.53257, 0.71944], [-0.94656, -1.16540, 1.68670], [-3.85468, -1.30838, 1.23724], [-3.10803, -1.04562, 0.68691], [1.43149, -1.45357, -2.44435], [-2.61741, -1.85888, 0.50604], [-0.77901, 3.14130, 0.21826], [-0.57760, 4.04368, 0.49903], [-1.08709, 3.31615, -0.68294], [0.01372, 0.87764, -3.60288], [0.08622, -3.23762, 0.75748], [-0.32035, 0.21664, -4.22953], [-2.37251, 1.38099, 1.22134], [-2.19739, 1.42028, 2.18176], [0.51226, 1.41758, -4.24165], [-0.62264, -0.47708, 2.29311], [-1.53886, 1.78613, 0.79311], [0.29580, -0.75232, 2.37950], [1.21953, 1.59055, 1.41873], [1.78420, 1.23940, 2.11480], [-2.18164, 0.39874, 1.09725], [3.40545, 1.15361, -0.95277], [2.30799, -2.90367, -0.03203], [-0.87059, -3.40878, 0.76856], [-1.22270, -3.58896, -0.10488], [0.61292, 2.18442, 1.86494], [3.34254, 0.26077, -1.28385], [2.75980, 1.78462, -1.25975]],
  "forces_ev_per_a": [[-0.96, -0.43, -0.94], [0.69, 0.24, 0.60], [-0.90, 0.39, 0.83], [1.64, 0.59, -1.11], [-0.04, -0.12, 0.37], [0.00, -0.01, 0.01], [0.33, 0.00, -0.05], [0.42, -0.17, 0.37], [0.02, -0.15, 0.10], [-0.18, 0.58, -0.70], [0.13, -0.16, 0.51], [0.02, -0.42, -0.07], [0.02, 0.02, -1.22], [-0.12, 0.02, -0.52], [-0.32, -0.10, 0.43], [1.48, -0.74, 0.10], [-0.07, 0.39, 0.20], [0.07, 0.18, 0.65], [-0.38, -0.55, -0.46], [-0.56, 0.90, 0.27], [0.15, 0.33, 0.14], [0.04, -0.07, -0.06], [0.15, 0.14, -0.03], [-1.10, -0.39, -0.37], [1.52, 0.54, 1.18], [-0.71, -0.98, 0.29], [-0.72, 0.49, 0.62], [0.61, -0.21, -0.23], [0.13, 0.08, 0.15], [-0.94, 0.26, -0.65], [-0.44, -0.63, -0.41]],
  "lowdin_charge": [-0.085, 0.004, 0.060, -0.059, 0.017, 0.093, -0.020, 0.050, 0.045, -0.018, 0.098, 0.095, -0.050, 0.002, 0.070, 0.214, 0.163, 0.078, -0.051, 0.113, 0.049, -0.052, 0.052, 0.099, -0.062, 0.072, -0.051, 0.045, 0.013, -0.002, 0.020]
}

Entry 3:
{
  "formula": "BH3S",
  "method": "ωB97M-V/def2-TZVPD",
  "total_charge": 0,
  "multiplicity": 1,
  "gap_ev": [10.80, 7.38],
  "e_lumo_ev": [-0.11, -0.25],
  "species": ["B", "S", "H", "H", "H"],
  "positions_angstrom": [[-0.24584, 0.62414, -0.05900], [1.35654, 0.26072, 0.06131], [-1.23463, -0.15367, -0.10221], [-0.09064, -2.59965, -0.17724], [1.82424, 1.54362, 0.55428]],
  "forces_ev_per_a": [[-3.93, -0.62, 0.21], [3.14, 1.23, 0.99], [1.22, 1.02, -0.31], [-0.02, -0.01, -0.01], [-0.40, -1.62, -0.87]],
  "lowdin_charge": [-0.598, 0.635, -0.052, 0.089, -0.074]
}

For each record above, in turn, the calculated energy relative to the best compared isomer or geometry (same formula, charge and spin) values are 159.8; 44.2; 113.2 kcal/mol.